DFT (wB97M-V/def2-TZVPD) results for C5H9NO in the gas phase.

The geometry in ORCA input format:
```
! RIJCOSX wB97M-V def2-TZVPD def2/J DEFGRID3
* xyz 0 1
C 1.759 1.588 0.035
O 1.946 0.292 -0.537
C -0.850 -0.289 0.170
C -1.594 -0.496 -1.118
C -0.821 -1.399 1.180
C -0.298 0.863 0.435
N 0.441 1.844 0.572
H 1.933 2.327 -0.755
H 2.470 1.690 0.863
H 2.863 0.336 -0.815
H -1.240 -1.403 -1.624
H -1.476 0.349 -1.803
H -2.661 -0.626 -0.905
H -1.836 -1.588 1.544
H -0.183 -1.162 2.036
H -0.451 -2.325 0.721
*
```

Output
HOMO level ... -8.4 eV
E ... -8866.699 eV
Gap between HOMO and LUMO ... 9.17 eV
Molar mass ... 99.13 g/mol
SMILES ... CC(C)=C=NCO



DFT (wB97M-V/def2-TZVPD) results for 2 unconnected molecules or ions with the total composition C2H2OS3 in a non-equilibrium geometry.

The geometry in ORCA input format:
```
! RIJCOSX wB97M-V def2-TZVPD def2/J DEFGRID3
* xyz 0 1
C 0.577 0.449 0.107
C -0.322 -0.536 0.678
O 0.576 0.384 -2.013
S 1.508 -0.732 0.894
S -1.652 -0.494 1.843
S -1.414 -1.839 0.248
H 0.456 1.539 0.130
H 0.271 1.229 -1.888
*
```

Output
HOMO level ... -9.1 eV
E ... -36654.806 eV
Gap between HOMO and LUMO ... 8.12 eV
Molar mass ... 138.24 g/mol



DFT (wB97M-V/def2-TZVPD) results for a molecular structure, C18H27N3O2PTl in a non-equilibrium geometry.

The geometry in ORCA input format:
```
! RIJCOSX wB97M-V def2-TZVPD def2/J DEFGRID3
* xyz 2 1
Tl 0.220 1.775 -0.064
O -0.840 0.708 1.758
N -1.349 -0.416 1.842
N -1.322 -1.112 0.623
O -0.736 -0.712 -0.477
C -1.875 -2.392 0.727
C -1.821 -3.255 -0.370
C -2.307 -4.512 -0.231
C -2.776 -4.983 1.008
C -2.701 -4.181 2.171
C -2.408 -2.827 2.000
H -1.359 -2.843 -1.296
H -2.289 -5.154 -1.101
H -3.071 -6.021 1.067
H -2.979 -4.551 3.172
H -2.547 -2.157 2.820
N -1.993 3.483 -0.544
C -3.303 2.990 -0.751
C -4.272 3.259 0.264
C -5.549 2.745 0.027
C -5.789 1.800 -0.993
C -4.794 1.539 -1.942
C -3.586 2.214 -1.877
H -1.973 4.290 0.103
H -1.606 3.759 -1.439
H -4.053 3.893 1.124
H -6.407 3.107 0.625
H -6.803 1.379 -1.105
H -4.989 0.772 -2.673
H -2.889 2.103 -2.736
C 3.447 2.868 -1.603
C 4.069 1.489 -1.207
P 3.094 0.656 0.141
C 4.169 0.761 1.623
C 5.175 -0.392 1.804
C 2.941 -1.144 -0.234
C 4.068 -2.013 -0.833
H 3.988 3.362 -2.425
H 3.396 3.570 -0.773
H 2.413 2.774 -1.994
H 5.110 1.632 -0.964
H 4.066 0.736 -1.964
H 3.508 0.786 2.482
H 4.744 1.719 1.636
H 4.698 -1.346 1.996
H 5.734 -0.124 2.684
H 5.816 -0.481 0.893
H 2.017 -1.162 -0.842
H 2.774 -1.559 0.813
H 3.762 -2.378 -1.857
H 4.130 -2.918 -0.180
H 5.045 -1.535 -0.927
*
```

Output
HOMO level (spin up / spin down) ... -13.4 / -13.9 eV
E ... -41630.892 eV
Gap between HOMO and LUMO (spin up / spin down) ... 3.96 / 5.04 eV
Molar mass ... 552.79 g/mol



DFT (wB97M-V/def2-TZVPD) results for a molecular structure, C7H6BrIO in a non-equilibrium geometry.

The geometry in ORCA input format:
```
! RIJCOSX wB97M-V def2-TZVPD def2/J DEFGRID3
* xyz 0 1
C -0.477 0.518 -1.334
C 0.533 -0.488 -1.138
C -0.817 1.311 -0.308
C 1.144 -0.606 0.126
C -0.353 1.065 1.008
C 0.657 0.142 1.206
C 2.299 -0.726 2.855
O 0.956 0.013 2.496
Br 2.330 -0.544 4.773
I 3.743 0.551 1.804
H -0.652 0.853 -2.375
H 1.022 -0.953 -1.977
H -1.481 2.151 -0.552
H 2.124 -1.294 0.354
H -0.581 1.905 1.623
H 2.254 -1.623 2.314
*
```

Output
HOMO level ... -8.7 eV
E ... -87544.553 eV
Gap between HOMO and LUMO ... 8.37 eV
Molar mass ... 312.93 g/mol



DFT (wB97M-V/def2-TZVPD) results for 7 unconnected molecules or ions with the total composition C5H20O7 in a non-equilibrium geometry.

The geometry in ORCA input format:
```
! RIJCOSX wB97M-V def2-TZVPD def2/J DEFGRID3
* xyz 0 1
O -1.826 1.763 1.968
C -1.775 0.563 2.220
C -0.972 -0.384 1.414
C 0.442 0.181 1.133
C 1.247 -0.837 0.423
C 2.326 -1.418 0.952
H -2.323 0.187 3.095
H -0.873 -1.399 1.879
H -1.525 -0.629 0.449
H 0.397 1.082 0.558
H 0.930 0.514 2.102
H 0.920 -1.071 -0.601
H 2.920 -2.139 0.473
H 2.666 -1.275 1.989
H 3.138 0.863 0.631
H 4.200 0.201 -0.217
O 3.655 0.994 -0.146
H -1.528 2.356 0.318
H -1.029 3.442 -0.598
O -1.348 2.519 -0.557
H 0.338 0.607 -2.245
H -0.912 1.284 -1.661
O -0.637 0.591 -2.244
H -1.612 -3.988 0.338
H -1.734 -2.514 -0.191
O -1.728 -3.057 0.641
H -2.561 -1.674 -2.142
H -1.265 -0.976 -1.899
O -1.752 -1.783 -1.733
H 2.321 1.384 -2.877
H 2.607 0.845 -1.484
O 2.051 0.755 -2.275
*
```

Output
HOMO level ... -9.8 eV
E ... -19841.453 eV
Gap between HOMO and LUMO ... 10.33 eV
Molar mass ... 192.21 g/mol
SMILES ... C=CCCC=O.O.O.O.O.O.O



DFT (wB97M-V/def2-TZVPD) results for C5H5N in the gas phase in a non-equilibrium geometry.

The geometry in ORCA input format:
```
! RIJCOSX wB97M-V def2-TZVPD def2/J DEFGRID3
* xyz 0 3
C -0.903 0.738 1.372
C -0.404 -0.393 1.621
C 0.922 -0.611 -1.769
C 0.207 0.329 0.479
C -0.102 -0.007 -0.868
N 0.910 0.607 -2.045
H -1.283 1.677 1.589
H -0.708 -1.325 2.006
H 1.341 -1.528 -1.974
H 1.160 0.743 0.608
H -1.140 -0.229 -1.019
*
```

Output
HOMO level (spin up / spin down) ... -5.4 / -9.1 eV
Expectation value of S² ... 2.0072
E ... -6746.223 eV
Gap between HOMO and LUMO (spin up / spin down) ... 6.53 / 6.70 eV
Molar mass ... 79.10 g/mol



DFT (wB97M-V/def2-TZVPD) results for a molecular structure, C24H15MnN5O2S3 in a non-equilibrium geometry.

The geometry in ORCA input format:
```
! RIJCOSX wB97M-V def2-TZVPD def2/J DEFGRID3
* xyz 1 5
Mn 2.067 -0.346 -1.173
O 1.466 -2.963 5.033
C 0.598 -2.261 4.579
O -0.496 -1.828 4.844
C 1.052 -1.706 3.094
C 2.015 -2.407 2.384
C 2.396 -1.906 1.146
N 1.817 -0.784 0.648
C 0.915 -0.078 1.374
C 0.476 -0.548 2.609
C 0.554 1.154 0.682
C -0.119 2.245 1.223
C -0.291 3.381 0.451
C 0.183 3.385 -0.859
C 0.828 2.263 -1.343
N 1.036 1.174 -0.595
C 3.452 -2.375 0.243
C 4.496 -3.231 0.574
C 5.482 -3.478 -0.368
C 5.393 -2.874 -1.617
C 4.325 -2.034 -1.879
N 3.384 -1.769 -0.975
H 2.449 -3.300 2.805
H -0.277 -0.030 3.180
H -0.467 2.215 2.241
H -0.787 4.251 0.854
H 0.051 4.243 -1.498
H 1.197 2.213 -2.366
H 4.558 -3.663 1.559
H 6.312 -4.127 -0.135
H 6.139 -3.049 -2.374
H 4.211 -1.543 -2.844
S -3.954 -1.352 0.903
C -2.853 -1.052 -0.286
S -1.474 -2.100 -0.577
C -0.911 -0.913 -1.786
N -1.720 0.072 -1.922
N -2.789 0.015 -1.123
C -3.692 1.102 -1.183
C -3.184 2.332 -1.597
C -4.016 3.431 -1.663
C -5.353 3.317 -1.314
C -5.862 2.088 -0.928
C -5.040 0.975 -0.871
S 0.546 -1.119 -2.661
H -2.143 2.412 -1.868
H -3.615 4.380 -1.988
H -5.995 4.184 -1.353
H -6.906 1.985 -0.678
H -5.457 0.019 -0.602
*
```

Output
HOMO level (spin up / spin down) ... -10.0 / -10.1 eV
Expectation value of S² ... 6.0399
E ... -100495.282 eV
Gap between HOMO and LUMO (spin up / spin down) ... 5.46 / 3.30 eV
Molar mass ... 556.56 g/mol



DFT (wB97M-V/def2-TZVPD) results for 2 unconnected molecules or ions with the total composition C3H8N2OS in a non-equilibrium geometry.

The geometry in ORCA input format:
```
! RIJCOSX wB97M-V def2-TZVPD def2/J DEFGRID3
* xyz 0 1
C -1.354 0.391 -0.643
C 1.140 -1.683 0.178
C -0.078 0.886 -0.280
N -1.549 -0.764 -1.078
N 0.315 2.156 -0.176
O 2.502 0.564 -0.100
S 1.418 -0.165 -0.791
H -2.114 1.163 -0.309
H 1.076 -2.480 -0.628
H 0.192 -1.529 0.697
H 1.831 -2.077 0.896
H -0.417 0.300 1.344
H -2.514 -0.797 -1.403
H 1.321 2.229 0.196
H -0.231 2.902 -0.356
*
```

Output
HOMO level ... -8.3 eV
E ... -19099.059 eV
Gap between HOMO and LUMO ... 8.47 eV
Molar mass ... 120.18 g/mol



ΔE to the lowest compared entry with this formula, charge and spin for the records above, in order: 2.5134, 4.1438, 3.5205, 0.0000, 1.1044, 4.4064, 0.2173, 5.4428 eV